50
Properties=species:S:1:pos:R:3 method="wB97M-V/def2-TZVPD" total_energy_ha=-1132.81715 lumo_ha=0.025 e_above_lowest_kcal_mol=54.2 orbital_gap_ha=0.326 spin_multiplicity=1 smiles="COc1ccc(CCC(=O)NCCc2ccc(OC)c(OC)c2)cc1" homo_energy_ev=-8.18
C 1.24056 -5.98521 1.54446
O 0.01618 -5.50567 2.04208
C -0.33206 -4.21403 1.77792
C 0.43288 -3.31361 1.04750
C -0.02810 -2.02290 0.84401
C -1.24757 -1.60341 1.35106
C -1.72832 -0.19656 1.13755
C -1.58446 0.65298 2.41211
C -1.92624 2.09538 2.07712
O -2.99780 2.60812 2.31738
N -0.91103 2.74895 1.46461
C -1.06186 4.03912 0.83628
C -1.20188 3.90802 -0.69172
C -0.10125 3.04963 -1.25237
C 1.21224 3.48098 -1.24031
C 2.23552 2.65509 -1.68528
C 1.96283 1.37979 -2.14767
O 2.89123 0.48596 -2.59202
C 4.23697 0.88672 -2.62821
C 0.62269 0.93261 -2.18023
O 0.43966 -0.32960 -2.65790
C -0.87254 -0.81596 -2.79532
C -0.38328 1.77173 -1.73339
C -2.00798 -2.51278 2.08018
C -1.56098 -3.79782 2.29328
H 1.30556 -7.02228 1.87013
H 2.08844 -5.42507 1.95255
H 1.27347 -5.94754 0.45058
H 1.38495 -3.59909 0.62880
H 0.58024 -1.33899 0.26821
H -2.77994 -0.19868 0.84018
H -1.14446 0.26596 0.33845
H -2.26949 0.29305 3.17893
H -0.56216 0.58374 2.78846
H -0.08225 2.23223 1.21354
H -0.19018 4.65249 1.08173
H -1.95779 4.49787 1.25858
H -1.16873 4.90707 -1.12978
H -2.17106 3.46291 -0.91996
H 1.45249 4.47169 -0.88492
H 3.24869 3.02330 -1.66447
H 4.38348 1.75274 -3.28256
H 4.78560 0.03642 -3.03023
H 4.61727 1.12060 -1.62765
H -0.77203 -1.79855 -3.25329
H -1.37069 -0.92457 -1.82622
H -1.47429 -0.17349 -3.44644
H -1.41173 1.44573 -1.76124
H -2.96395 -2.20758 2.47977
H -2.14688 -4.50747 2.85574